1.
Entry from the OMol25 dataset: a structure of composition C29H69Ba2F6LiN5O13S2 in a non-equilibrium geometry (ωB97M-V/def2-TZVPD).

Calculated values
molar mass	1155.612	u
HOMO energy	-12.6	eV
E	-104803.846	eV

Geometry as ORCA input:
```
! wB97M-V def2-TZVPD RIJCOSX def2/J DEFGRID3
* xyz 3 1
Li 4.23293 -3.10635 2.85030
Ba 0.85709 -6.01145 0.02837
Ba -0.71548 -2.73150 5.55409
C 0.76060 -0.79309 0.55002
F -0.56218 -0.69670 0.40793
F 1.34138 -1.13948 -0.57380
F 1.32881 0.38166 0.97229
S 1.13107 -2.19274 1.80493
O 0.22203 -1.95156 2.92257
O 0.89355 -3.42955 1.01396
O 2.59526 -2.03679 1.98999
C 5.33097 -3.83862 -1.77418
F 5.17987 -2.49050 -1.95077
F 4.72286 -4.46640 -2.79129
F 6.60410 -4.19966 -1.86460
S 4.57062 -4.46666 -0.05943
O 3.13708 -4.86326 -0.33683
O 5.36743 -5.61773 0.34455
O 4.68405 -3.43474 0.96726
C -3.06389 -0.05014 -1.01544
C -4.59912 0.14548 -1.17171
C -4.82314 1.68222 -0.88369
O -4.75186 1.93452 0.51463
C -5.78500 1.28765 1.25295
N -5.04163 -0.09763 -2.50657
H -2.42793 0.32463 -1.81745
H -2.69361 -1.06802 -0.89337
H -2.67027 0.42310 -0.11588
H -5.11348 -0.60143 -0.56701
H -5.85367 1.99635 -1.04933
H -4.32373 2.38676 -1.54875
H -6.07076 1.78136 2.18177
H -5.53788 0.29085 1.61822
H -6.76085 1.25622 0.76834
H -5.98551 0.20604 -2.69889
H -4.42125 0.38158 -3.14342
C -4.68126 -0.26405 7.38877
C -3.89514 -1.02844 6.33167
C -3.23826 -0.05469 5.42814
O -2.17731 -0.53409 4.54615
C -1.82709 0.32018 3.47094
N -2.98557 -1.88950 7.02507
H -3.91348 0.26864 7.94989
H -5.37627 -0.77589 8.05442
H -5.22972 0.48183 6.81349
H -4.53518 -1.66193 5.71756
H -2.77451 0.76785 5.97262
H -3.95201 0.36624 4.72000
H -0.86960 0.73814 3.78176
H -2.42376 1.20345 3.24312
H -1.57975 -0.20257 2.54700
H -2.93229 -1.47646 7.94521
H -3.48608 -2.74429 7.22237
C 4.95910 3.18011 1.29576
C 3.83466 2.66359 2.26885
C 2.46486 3.42504 2.16471
O 1.44467 2.93862 2.98122
C 0.22940 3.61775 2.95298
N 3.75184 1.34349 1.72443
H 4.70978 3.32544 0.24465
H 5.87785 2.59508 1.33726
H 5.30570 4.16089 1.62140
H 4.24993 2.56666 3.27197
H 2.06156 3.46821 1.15299
H 2.77803 4.45022 2.36228
H -0.46883 3.12331 3.62833
H -0.24827 3.76106 1.98376
H 0.24232 4.64623 3.31378
H 2.78355 1.07926 1.61173
H 4.17960 1.41102 0.81198
C -3.26720 -3.80346 -2.13764
C -1.97976 -4.66291 -1.88892
C -0.82404 -4.02839 -2.75853
O 0.30309 -4.77166 -2.54255
C 1.34424 -4.50574 -3.48876
N -1.67351 -4.55320 -0.44326
H -4.01241 -3.97791 -1.36154
H -3.60596 -3.94874 -3.16342
H -3.21302 -2.71481 -2.13841
H -2.10690 -5.70373 -2.18663
H -0.49896 -3.04680 -2.41369
H -1.16713 -4.13105 -3.78802
H 1.98808 -3.68838 -3.16395
H 0.93699 -4.37889 -4.49183
H 2.05681 -5.31507 -3.64788
H -1.70970 -3.56456 -0.23984
H -2.46693 -4.82067 0.12158
C 6.41852 -1.91770 4.04416
C 5.56736 -0.68063 3.65762
O 5.03760 -1.02301 2.44450
O 5.63757 -3.00430 4.48619
H 7.27042 -1.74820 4.70266
H 6.95156 -2.19398 3.13442
H 6.23047 0.18005 3.57042
H 4.85255 -0.42509 4.43983
H 4.35674 -0.37767 2.24062
H 6.15712 -3.43753 5.16735
C 0.25051 0.47060 -2.98430
C 0.55845 1.81534 -3.81551
C 0.59072 1.46676 -5.36217
C 0.46832 2.64448 -6.30610
C -0.83122 3.34430 -5.95941
C -0.83934 3.86875 -4.43663
N -0.54134 2.77114 -3.51233
O -0.64376 3.09220 -2.16152
C -0.03959 5.20760 -4.44292
C -2.33068 4.17861 -4.22848
C 2.00466 2.38868 -3.42887
H -0.58507 -0.04961 -3.45259
H 0.00327 0.64026 -1.93636
H 1.07309 -0.22562 -2.82073
H 1.44960 0.83575 -5.59072
H -0.16254 0.68221 -5.43411
H 0.27007 2.38202 -7.34529
H 1.39264 3.22183 -6.28612
H -1.73210 2.75675 -6.13633
H -0.93226 4.16608 -6.66832
H -0.48543 5.92794 -5.12880
H -0.04720 5.72952 -3.48603
H 1.00484 5.00902 -4.68343
H -3.05698 3.39875 -4.45739
H -2.43219 4.56969 -3.21613
H -2.63942 5.00887 -4.86366
H 2.12072 2.81129 -2.43086
H 2.32114 3.22399 -4.05353
H 2.73196 1.57746 -3.39639
H -1.56146 2.86485 -1.99500
*
```


2.
Entry from the OMol25 dataset: a cluster of 9 separate species, C29H69FN3O10S in total in a non-equilibrium geometry (ωB97M-V/def2-TZVPD).

Calculated values
⟨S²⟩	0.75
molar mass	670.947	u
HOMO energy (alpha / beta)	-8.7 / -9.1	eV
E	-69681.586	eV

Geometry as ORCA input:
```
! wB97M-V def2-TZVPD RIJCOSX def2/J DEFGRID3
* xyz 0 2
C -3.90131 3.38883 -1.71543
C -2.65572 2.84689 -2.59622
C -2.17357 4.13885 -3.46692
C -1.45969 2.51656 -1.58500
C -0.77056 1.08122 -1.70350
F -1.00488 0.37846 -0.43272
C 0.84807 1.27381 -1.77868
C 1.41020 1.17198 -0.28501
S 3.19749 1.76823 -0.13419
C 3.31612 2.14648 1.68368
N 3.90455 3.25140 2.35857
N 3.62104 2.95856 3.67866
C 2.89792 1.75068 3.82000
O 2.68426 1.18816 2.52202
C -1.29372 0.13052 -2.87758
C -2.86103 0.40314 -3.06279
C -3.76742 0.03819 -1.80108
C -3.34939 -0.58412 -4.26493
N -3.00713 1.79240 -3.58227
O -2.45189 1.95990 -4.75535
H -3.56071 3.95072 -0.76861
H -4.40639 4.19991 -2.36704
H -4.70295 2.60833 -1.51516
H -2.98522 4.42010 -4.21528
H -2.10760 5.02071 -2.72112
H -1.13784 4.00669 -3.91685
H -1.86552 2.61578 -0.51559
H -0.66721 3.34958 -1.68171
H 1.13346 2.30702 -2.19101
H 1.33178 0.50906 -2.48712
H 0.82260 1.85296 0.43630
H 1.43649 0.08286 0.08811
H 2.47981 1.21825 4.72966
H -0.69538 0.34277 -3.82520
H -1.10582 -0.95488 -2.53155
H -4.87579 -0.10456 -2.08811
H -3.39922 -0.98183 -1.40890
H -3.68134 0.76265 -0.92101
H -4.39926 -0.25217 -4.59006
H -3.33528 -1.63796 -3.81217
H -2.60059 -0.57382 -5.13415
C 5.80149 -1.63680 0.54802
C 6.36456 -1.12688 -0.76378
O 5.31854 -0.62064 -1.58451
H 5.06523 -2.42506 0.36919
H 6.59511 -2.03380 1.18511
H 5.28614 -0.83519 1.08583
H 6.85937 -1.93472 -1.30773
H 7.09420 -0.32876 -0.59206
H 4.89134 0.09966 -1.10035
C -5.54354 2.96438 -7.13511
C -5.08549 1.54154 -7.38538
O -5.71218 0.65394 -6.46652
H -5.30469 3.26931 -6.11292
H -5.06438 3.65711 -7.83104
H -6.62880 3.04714 -7.24780
H -4.00512 1.45889 -7.25046
H -5.33184 1.22505 -8.40421
H -6.66680 0.72460 -6.59641
C -5.62127 -5.44646 -5.18007
C -5.24899 -4.00161 -4.91179
O -3.90563 -3.91675 -4.45053
H -5.50905 -6.04606 -4.27313
H -6.65345 -5.52544 -5.52960
H -4.96018 -5.88258 -5.93475
H -5.89704 -3.57652 -4.14261
H -5.34815 -3.39753 -5.81931
H -3.33705 -4.28564 -5.13880
C 2.31436 2.85398 9.07145
C 2.86235 2.50807 7.70120
O 2.12665 1.42641 7.13570
H 2.37006 1.98831 9.73657
H 2.87402 3.67895 9.51859
H 1.26207 3.13815 9.00691
H 3.90842 2.20347 7.77286
H 2.79864 3.36765 7.02631
H 1.20418 1.70593 7.06686
C 7.31004 -6.43990 -0.86058
C 6.65661 -5.21501 -0.25136
O 7.34904 -4.83073 0.93125
H 7.30696 -7.26961 -0.14910
H 6.78670 -6.75123 -1.76795
H 8.35618 -6.23735 -1.10990
H 5.62168 -5.42737 0.01538
H 6.66665 -4.37441 -0.95408
H 8.26239 -4.63631 0.68371
C -1.22356 6.47233 9.71136
C -0.20106 5.42094 9.32839
O -0.24218 4.33566 10.24814
H -1.03183 6.84335 10.72129
H -1.19760 7.31419 9.01546
H -2.23210 6.04863 9.71314
H 0.80614 5.84212 9.34880
H -0.39444 5.03657 8.32128
H -1.13274 3.96220 10.21852
C -0.80797 -0.18343 3.96184
C -1.88122 -0.91082 3.17537
O -2.43101 -0.05285 2.18430
H -1.22161 0.70834 4.44044
H -0.38078 -0.83114 4.73166
H -0.00436 0.15315 3.29963
H -2.69159 -1.22620 3.83597
H -1.47081 -1.79894 2.68384
H -1.70862 0.21527 1.59732
C 1.99853 -6.21535 -2.15881
C 2.22981 -5.42011 -0.88912
O 3.60244 -5.06303 -0.77491
H 2.61171 -7.12017 -2.16147
H 0.94825 -6.50075 -2.25513
H 2.28650 -5.63210 -3.03842
H 1.96170 -6.01330 -0.01256
H 1.62699 -4.50626 -0.88527
H 3.83072 -4.53076 -1.54890
*
```